Computed, not measured: a cluster of 11 separate species, C15H50BF4O20S5 in total at a distorted geometry, with wB97M-V/def2-TZVPD.

M (u): 797.684
Energy relative to the best compared isomer or geometry (same formula, charge and spin) (kJ/mol): 0.0
E_tot (Ha): -4521.75458
LUMO (eV): 2.06
Net charge: -1

Geometry as XYZ:
```
95
Properties=species:S:1:pos:R:3:forces:R:3:mulliken_charge:R:1
B 0.429 -0.679 -1.704 0.3 0.8 0.2 0.365
F 0.858 0.606 -2.119 -0.6 0.2 -0.1 0.066
F 0.630 -1.586 -2.700 -0.1 -0.5 -1.1 -0.378
F 1.289 -1.012 -0.639 -1.2 -1.1 -0.4 -0.175
F -0.924 -0.638 -1.338 0.1 0.1 0.2 -0.067
O 0.449 1.667 3.231 -3.7 -1.2 -0.2 -0.524
S -0.920 1.097 3.232 2.6 1.2 -0.8 1.067
O -1.168 -0.032 4.115 -0.4 1.0 -0.9 -0.515
O -1.921 2.335 3.592 0.1 -0.2 0.0 -0.329
C -3.281 2.022 3.891 -1.2 -0.8 0.5 -0.199
C -4.290 1.973 2.720 1.4 -0.1 -0.1 -0.494
C -1.527 0.784 1.479 0.5 -0.2 1.4 -0.677
H -3.727 2.737 4.581 0.8 0.7 0.0 0.331
H -3.294 1.124 4.509 0.0 -0.4 -0.3 0.116
H -4.181 2.916 2.186 -0.6 0.2 0.1 0.302
H -5.278 1.786 3.143 0.0 0.3 -0.2 0.419
H -4.074 1.222 1.960 -0.1 -0.3 0.3 -0.187
H -1.880 1.717 1.039 0.3 0.0 0.3 0.649
H -2.359 0.087 1.584 0.2 -0.2 -0.1 0.312
H -0.697 0.361 0.914 -0.1 0.0 0.1 -0.337
O -2.077 -4.373 -2.561 -2.8 1.0 -1.6 -0.696
S -3.277 -4.011 -3.342 -0.8 0.7 0.6 1.147
O -4.065 -5.057 -3.942 0.5 0.4 0.6 -0.651
O -4.398 -3.146 -2.441 0.8 -0.8 -1.4 -0.467
C -3.974 -2.386 -1.295 1.8 -2.1 0.7 0.713
C -4.764 -1.199 -0.954 -1.0 1.0 -0.9 -1.006
C -2.991 -2.801 -4.687 1.2 -0.5 0.4 -0.750
H -2.909 -2.186 -1.407 0.0 0.4 0.0 -0.281
H -4.035 -3.104 -0.477 0.0 0.1 0.3 0.232
H -4.741 -0.455 -1.751 0.3 0.2 0.0 0.344
H -4.343 -0.769 -0.045 -0.2 0.0 0.0 0.025
H -5.827 -1.416 -0.849 0.0 -0.2 0.4 0.391
H -3.791 -2.075 -4.831 -0.1 -0.5 0.3 0.285
H -2.840 -3.428 -5.565 -0.2 0.0 0.0 0.411
H -2.050 -2.273 -4.532 -0.1 0.1 0.3 0.250
O 2.295 5.423 3.970 1.8 -1.2 -3.2 -0.579
S 2.945 5.092 2.671 -0.5 0.2 -1.6 1.070
O 4.275 4.476 2.486 -2.5 1.4 1.1 -0.577
O 1.857 4.136 1.779 0.8 1.8 2.9 -0.177
C 2.132 3.850 0.421 0.1 -0.4 -0.9 -0.494
C 0.905 3.061 -0.105 1.0 0.3 0.6 -0.440
C 2.879 6.736 1.613 -0.1 -1.3 0.2 -1.009
H 3.052 3.270 0.347 0.0 -0.2 0.0 0.410
H 2.299 4.793 -0.099 -0.2 0.1 -0.3 0.331
H 0.890 2.980 -1.191 0.0 0.2 0.1 0.461
H 0.007 3.544 0.280 -0.1 0.0 -0.2 0.327
H 0.984 2.058 0.316 -0.1 0.0 0.0 -0.408
H 1.860 6.821 1.235 -0.2 0.2 0.8 0.343
H 3.441 6.738 0.679 0.6 -0.7 0.3 0.347
H 3.239 7.573 2.212 -0.4 -0.3 0.2 0.364
O -4.543 -3.033 3.035 2.6 -1.1 1.8 -0.625
S -3.283 -3.416 3.731 0.1 -0.3 -1.6 0.996
O -2.954 -4.830 4.072 -1.1 3.2 -0.5 -0.614
O -2.097 -2.848 2.738 -2.2 0.4 0.7 -0.122
C -0.870 -3.526 2.650 1.7 -0.3 -0.4 -0.633
C 0.283 -2.567 2.181 -1.5 -0.7 0.3 -0.284
C -2.985 -2.243 5.153 -0.5 -2.1 -1.9 -0.533
H -0.975 -4.313 1.903 0.0 -0.1 0.1 0.249
H -0.653 -4.010 3.602 0.2 0.1 0.1 0.537
H 0.130 -1.550 2.542 0.1 -0.2 0.2 -0.096
H 0.252 -2.548 1.091 0.4 0.0 0.1 -0.041
H 1.208 -2.983 2.580 0.1 0.2 -0.3 0.413
H -3.141 -1.271 4.684 0.0 -0.1 0.5 -0.146
H -1.942 -2.462 5.379 -0.2 0.3 0.4 0.288
H -3.722 -2.630 5.856 0.2 0.6 0.4 0.545
O 4.663 2.042 -1.990 2.2 -0.7 2.2 -0.734
S 5.414 1.175 -1.059 -0.9 -2.1 0.7 1.121
O 5.722 1.460 0.349 -0.4 0.2 -3.1 -0.570
O 4.533 -0.214 -0.963 1.8 1.1 0.2 -0.295
C 3.924 -0.669 -2.158 -0.4 -1.8 -1.6 0.873
C 3.825 -2.255 -2.186 -1.0 1.0 0.9 -1.170
C 6.939 0.416 -1.907 -1.4 1.4 0.1 -0.993
H 4.487 -0.483 -3.073 0.5 0.7 0.2 0.590
H 2.999 -0.104 -2.277 -0.1 -0.7 0.0 -0.832
H 3.041 -2.591 -1.507 0.3 0.0 0.4 0.087
H 4.763 -2.750 -1.933 0.1 0.3 0.1 0.370
H 3.481 -2.687 -3.125 0.2 0.6 -0.4 0.391
H 6.917 -0.629 -1.598 0.3 0.3 0.1 0.278
H 7.823 1.004 -1.659 -0.1 -0.3 0.4 0.406
H 6.762 0.539 -2.976 -0.1 -0.2 0.1 0.352
O 0.314 -4.051 -1.554 0.6 -0.3 0.6 -0.776
H 0.642 -3.152 -1.544 0.1 0.0 -0.1 0.161
H -0.503 -4.003 -2.051 -0.2 0.0 -0.1 0.577
O -1.002 0.060 -5.079 -0.2 -0.6 -0.7 -0.700
H -0.312 -0.366 -4.570 0.3 -0.1 0.2 0.270
H -1.423 0.656 -4.460 -0.1 0.5 0.3 0.435
O 2.663 1.996 -3.743 -0.2 0.2 -0.7 -0.756
H 3.414 2.055 -3.153 0.1 0.1 0.1 0.574
H 1.922 1.803 -3.169 -0.2 -0.2 0.0 0.216
O -1.425 1.955 -3.113 -0.4 0.4 -0.2 -0.789
H -2.210 2.169 -2.608 -0.2 0.1 0.1 0.293
H -0.940 1.347 -2.555 0.5 -0.3 0.4 0.256
O 2.638 0.100 1.005 0.4 0.8 1.1 -0.588
H 2.038 -0.326 0.393 0.1 0.1 0.0 0.152
H 3.072 -0.624 1.458 0.2 0.0 0.1 0.201
```
Forces are in eV/Å.



Computed, not measured: a cluster of 9 separate species, C15H50N2O9 in total at a distorted geometry, with wB97M-V/def2-TZVPD.

M (u): 402.570
Energy relative to the best compared isomer or geometry (same formula, charge and spin) (kJ/mol): 117.5
E_tot (Ha): -1387.95665
LUMO (eV): 0.41

Geometry as XYZ:
```
76
Properties=species:S:1:pos:R:3:forces:R:3:mulliken_charge:R:1
C 3.481 -0.823 2.458 -0.4 -1.4 -0.5 -1.054
C 3.489 -2.256 3.098 -0.8 0.5 0.0 0.386
C 2.259 -3.116 2.704 0.2 0.4 0.0 -0.093
O 1.088 -2.655 3.345 0.3 -0.6 0.0 -0.361
C -0.040 -3.509 3.208 -0.5 0.5 0.0 -0.445
N 4.670 -3.039 2.749 0.6 0.2 -0.2 -0.790
H 2.605 -0.245 2.754 0.3 0.0 0.6 0.235
H 3.310 -0.941 1.388 0.3 -0.1 -0.3 0.084
H 4.419 -0.280 2.573 -0.1 0.0 0.3 0.419
H 3.521 -2.145 4.182 -0.7 0.2 0.2 0.291
H 2.479 -4.166 2.896 0.0 -0.3 0.7 0.394
H 2.083 -3.149 1.629 0.2 0.5 -0.5 -0.118
H -0.153 -4.042 2.264 0.4 0.3 -0.5 0.200
H -0.884 -2.825 3.297 -0.2 -0.3 0.1 -0.025
H -0.115 -4.307 3.946 0.3 0.2 0.5 0.398
H 4.651 -3.881 3.307 -0.3 -0.5 -0.1 0.265
H 5.450 -2.579 3.196 0.5 0.4 -0.4 0.284
C 1.487 2.110 -3.495 -0.5 0.7 0.0 -1.471
C 0.175 2.884 -3.195 -0.3 -1.3 0.3 1.673
C -0.198 3.847 -4.336 0.6 0.1 0.6 -1.014
O -1.447 4.506 -4.141 -0.6 -0.4 -0.9 -0.311
C -1.909 4.982 -5.414 -0.6 0.3 0.7 -0.772
N -0.855 1.841 -3.021 -0.6 -0.2 -0.7 -0.750
H 1.423 1.539 -4.422 -0.1 0.4 -0.3 0.425
H 1.653 1.331 -2.750 0.0 0.3 0.4 0.175
H 2.309 2.825 -3.506 0.3 -0.3 -0.1 0.385
H 0.292 3.354 -2.218 0.2 0.7 -0.2 -0.548
H -0.110 3.265 -5.253 -0.7 -0.2 -0.3 0.439
H 0.517 4.656 -4.488 0.6 -0.1 0.4 0.413
H -2.814 5.588 -5.383 -0.2 0.0 1.1 0.276
H -2.259 4.155 -6.032 0.9 -0.2 -0.5 0.318
H -1.194 5.699 -5.818 0.4 -0.6 -0.6 0.296
H -0.910 1.501 -2.072 0.7 0.1 0.1 -0.003
H -1.798 2.191 -3.117 0.0 0.5 -0.4 0.315
C -2.768 2.411 0.539 0.0 -2.0 1.4 -0.741
O -1.554 2.267 -0.173 -0.2 1.4 -0.5 -0.150
H -3.219 1.424 0.434 -0.9 0.1 0.1 0.182
H -2.511 2.442 1.598 -0.3 0.5 0.2 0.267
H -3.532 3.160 0.331 0.8 0.4 -0.8 0.321
H -1.330 1.342 -0.043 0.4 0.1 -0.4 0.208
C -3.634 -1.506 0.785 0.1 0.1 -0.6 -0.280
O -3.267 -2.572 1.606 0.1 -0.6 1.1 -0.540
H -2.751 -1.082 0.307 0.1 0.4 0.0 -0.104
H -4.292 -1.829 -0.022 -0.3 0.0 -0.1 0.422
H -4.146 -0.764 1.398 0.1 0.0 -0.1 0.207
H -2.648 -3.161 1.169 0.0 -0.1 -0.3 0.271
C 1.342 3.836 0.472 0.1 -0.3 -0.3 -0.158
O 1.260 5.159 -0.046 0.1 -0.3 0.2 -0.565
H 2.369 3.640 0.780 0.0 0.3 0.1 0.334
H 0.654 3.654 1.298 0.0 0.2 0.2 0.203
H 1.099 3.088 -0.282 0.0 0.0 -0.2 -0.077
H 0.411 5.235 -0.487 -0.1 0.1 -0.1 0.306
C -0.387 -4.035 -0.740 -0.4 0.0 -0.8 -0.433
O -1.428 -4.643 -0.041 -1.0 -0.5 1.2 -0.528
H -0.624 -2.971 -0.769 0.5 0.1 0.2 0.034
H 0.573 -4.273 -0.282 0.2 0.3 -0.2 0.300
H -0.494 -4.415 -1.756 0.8 0.2 -0.4 0.388
H -1.311 -5.593 -0.115 -0.2 -0.1 0.1 0.277
C -2.721 0.157 3.889 1.4 -1.4 1.1 -0.379
O -3.626 1.034 3.315 -0.4 0.3 -0.1 -0.456
H -1.841 0.647 4.306 0.3 0.4 -0.2 0.371
H -3.112 -0.397 4.742 -0.5 -0.1 0.1 0.373
H -2.343 -0.630 3.237 -0.4 0.3 -0.6 -0.180
H -3.840 1.621 4.043 -0.4 0.3 -0.3 0.269
C 1.805 -2.451 -2.520 0.4 0.3 -0.6 -0.856
O 1.978 -1.981 -1.203 -0.3 -0.1 0.7 -0.316
H 0.795 -2.235 -2.869 0.0 0.1 0.2 0.273
H 2.522 -1.903 -3.132 -0.1 -0.2 -0.5 0.321
H 1.994 -3.521 -2.612 -0.1 -0.1 0.0 0.373
H 2.758 -2.423 -0.860 0.1 0.2 0.3 0.207
C 0.138 -0.148 0.928 0.2 -0.8 -0.1 -0.185
O -0.173 -0.010 -0.454 -0.5 0.2 0.2 -0.307
H -0.759 -0.039 1.538 -0.2 0.2 -0.3 -0.013
H 0.470 -1.176 1.076 0.4 0.1 0.4 0.255
H 0.868 0.585 1.272 0.1 0.0 -0.1 0.171
H 0.587 -0.264 -0.983 0.3 -0.2 0.1 0.015
```
Forces are in eV/Å.